# 1
Here is a structure of composition C24H47INO14S6 in a non-equilibrium geometry from OMol25. Energies are from ωB97M-V/def2-TZVPD.

```
! RIJCOSX wB97M-V def2-TZVPD def2/J DEFGRID3
* xyz -1 1
I 3.676 5.140 0.631
S 0.864 -8.049 2.927
S -3.902 2.020 0.515
S 0.545 5.031 -5.843
S -0.116 -2.942 -0.913
S 4.700 4.454 2.778
S 4.705 1.770 1.949
O 0.758 -1.846 -0.582
O 1.051 3.684 -5.773
O 6.081 4.817 2.598
O -1.373 4.389 -0.979
O 5.598 2.149 0.876
O 1.747 -6.953 3.230
O 0.674 3.672 -1.407
O -0.732 -3.028 -2.214
O -3.807 1.405 -0.782
O 3.923 5.204 3.734
O 1.355 6.084 -6.404
O -2.800 1.960 1.442
O 0.238 -8.155 1.633
O 5.017 0.554 2.670
N 4.453 2.918 3.044
C -1.045 4.988 -6.674
C 0.364 -4.737 0.936
C -1.599 5.709 -4.409
C 2.911 0.170 0.530
C 3.165 0.159 -1.006
C 1.695 -9.585 3.324
C 3.073 1.503 1.269
C 0.719 -4.476 -0.523
C -2.049 4.780 -5.544
C 3.598 1.479 -1.666
C -1.131 -4.414 1.066
C -0.090 5.517 -4.234
C -0.146 -9.497 4.928
C -5.952 3.638 0.342
C -0.385 -8.158 4.219
C -0.136 3.636 0.907
C -0.350 3.903 -0.557
C -6.308 2.661 1.473
C 1.347 -9.829 4.788
C -1.374 -3.069 0.370
C 2.435 2.270 -2.310
C 1.116 2.295 -1.534
C -4.429 3.717 0.319
C -5.405 1.431 1.317
H 2.438 1.502 2.160
H 0.947 -4.079 1.583
H -1.364 -8.093 3.753
H 0.334 1.769 -2.092
H 2.288 -0.220 -1.538
H -1.816 6.745 -4.679
H 2.800 2.378 0.684
H -2.019 3.742 -5.208
H 2.228 1.804 -3.279
H 3.546 -0.575 1.016
H -5.131 0.981 2.268
H 0.578 -5.764 1.219
H -2.117 5.491 -3.476
H 2.748 3.295 -2.526
H -1.444 -4.373 2.109
H 1.886 -0.168 0.708
H -4.039 4.278 1.167
H -7.360 2.378 1.448
H -6.396 4.619 0.499
H 4.269 1.228 -2.496
H -3.065 4.999 -5.870
H 1.280 -10.355 2.675
H -2.350 -2.999 -0.104
H 1.563 -10.856 5.081
H 2.758 -9.464 3.132
H 4.195 2.101 -0.999
H 0.103 4.594 1.378
H 1.183 1.822 -0.555
H -1.715 -5.196 0.577
H 1.784 -4.348 -0.705
H 0.419 6.426 -3.924
H 0.691 2.956 1.091
H -0.452 -9.445 5.971
H -1.078 3.231 1.271
H -6.317 3.251 -0.612
H 0.123 4.715 -3.528
H -1.183 5.953 -7.163
H 1.937 -9.167 5.425
H -0.232 -7.310 4.883
H -0.739 -10.279 4.450
H 0.312 -5.243 -1.181
H -4.004 4.101 -0.606
H -1.229 -2.226 1.042
H -5.842 0.680 0.662
H -1.030 4.191 -7.413
H -6.119 3.138 2.437
H 3.952 -0.580 -1.194
*
```

Output
**ΔE to the lowest compared entry with this formula, charge and spin**: 0.00 kcal/mol
**Gap between HOMO and LUMO**: 7.49 eV

---

# 2
Here is a structure of composition C24H48AsF6O24Tl in a non-equilibrium geometry from OMol25. Energies are from ωB97M-V/def2-TZVPD.

```
! RIJCOSX wB97M-V def2-TZVPD def2/J DEFGRID3
* xyz 2 1
Tl 2.636 1.313 4.045
As 0.236 1.623 0.212
F -1.204 0.894 1.029
F 1.711 2.350 -0.645
F 0.484 0.082 -0.758
F -0.051 3.180 1.154
F 1.324 1.085 1.585
F -0.806 2.254 -1.071
O -3.787 3.742 1.070
O 3.846 4.899 1.027
O 3.851 -0.952 2.436
O 3.461 2.657 1.579
O -3.880 -3.468 -2.961
O 0.801 -4.436 -0.523
O 0.935 -3.286 4.118
O 1.151 -5.131 -2.637
O -0.322 -0.335 -5.433
O -5.752 3.136 0.611
O 0.341 -3.053 -2.163
O -5.173 5.313 0.374
O 0.854 -1.107 3.351
O 1.529 -0.323 -6.764
O -2.214 2.583 4.543
O -1.125 4.354 4.626
O -0.435 -2.765 2.427
O -4.764 -1.431 -3.720
O 1.393 1.131 -5.230
O -2.978 -1.686 -2.314
O 5.118 -2.860 2.388
O -0.053 2.351 4.124
O 3.573 -2.502 0.736
O 5.205 3.354 0.270
C -2.702 4.609 1.375
C 0.819 1.750 -4.140
C 0.324 -2.465 -3.433
C 2.751 5.386 1.797
C 5.594 2.060 -0.104
C 4.147 -1.947 1.841
C 4.098 3.572 1.000
C 0.768 0.158 -5.775
C 2.671 -1.689 -0.042
C -4.874 -4.348 -3.520
C 1.157 -5.653 0.011
C -1.263 -1.889 1.721
C -4.932 4.170 0.698
C -2.751 -0.327 -2.159
C -1.025 3.041 4.369
C 1.066 -1.171 -7.771
C -7.131 3.326 0.448
C 5.334 -4.108 1.829
C -2.419 1.214 4.222
C 0.750 -4.323 -1.860
C -0.097 5.189 4.312
C -3.932 -2.124 -3.067
C 0.439 -2.298 3.372
C 0.617 -4.677 3.959
H -5.620 -4.380 -2.725
H 0.773 4.876 4.889
H 1.210 -5.247 4.675
H 1.524 2.257 -3.481
H -0.769 -1.685 0.770
H 0.092 2.467 -4.521
H -1.982 3.974 1.891
H -7.453 3.252 -0.590
H 1.218 -2.734 -3.995
H -4.337 -5.296 -3.474
H -7.671 2.586 1.041
H -1.464 -0.962 2.259
H 0.630 -6.528 -0.370
H -2.836 1.034 3.231
H 2.794 6.464 1.644
H 1.803 4.965 1.461
H 2.225 -5.837 -0.105
H -3.258 0.706 4.698
H 3.008 -0.653 -0.072
H -7.393 4.299 0.863
H 2.442 -2.079 -1.034
H 6.144 2.146 -1.041
H 6.160 1.598 0.705
H -2.173 4.886 0.463
H 6.320 -4.486 2.100
H 0.278 1.022 -3.535
H -5.401 -4.194 -4.461
H 0.895 -5.529 1.062
H -0.598 -2.774 -3.926
H -2.235 -2.334 1.511
H -3.565 0.232 -1.697
H 1.761 -1.755 0.554
H 0.720 -5.062 2.945
H 4.532 -4.735 2.218
H 1.843 -1.926 -7.891
H -2.014 -0.249 -1.359
H -1.576 0.526 4.152
H 0.162 -1.397 -3.290
H -0.279 6.239 4.542
H 2.926 5.136 2.844
H 0.296 5.057 3.304
H -0.405 -4.870 4.287
H -2.848 5.462 2.038
H 4.718 1.470 -0.372
H -2.391 0.088 -3.100
H 0.115 -1.701 -7.718
H 5.318 -4.162 0.741
H 1.044 -0.595 -8.696
*
```

Output
**ΔE to the lowest compared entry with this formula, charge and spin**: 76.90 kcal/mol
**Gap between HOMO and LUMO**: 1.59 eV

---

# 3
Here is a structure of composition C24H48Br24 in a non-equilibrium geometry from OMol25. Energies are from ωB97M-V/def2-TZVPD.

```
! RIJCOSX wB97M-V def2-TZVPD def2/J DEFGRID3
* xyz 0 1
Br 4.179 -6.778 -1.984
Br -0.290 -5.346 -1.829
Br 2.032 -1.505 -0.263
Br 2.866 1.522 -3.787
Br 1.813 -2.005 5.052
Br -1.720 1.308 -4.785
Br -3.596 -3.213 6.127
Br -5.974 -0.550 4.065
Br -5.049 4.637 -1.846
Br -7.620 1.963 0.959
Br 2.852 2.317 1.729
Br -2.439 -2.037 -2.501
Br 7.109 -1.296 2.508
Br 0.878 1.526 4.575
Br -1.974 5.595 -3.333
Br -3.729 3.350 3.199
Br 2.014 5.069 -0.827
Br 4.294 -3.924 1.523
Br -6.021 0.839 -3.299
Br -1.658 -2.890 2.108
Br 1.969 -2.186 -4.003
Br -1.352 1.677 -0.093
Br 6.466 -2.399 -2.784
Br 6.404 1.219 -1.419
C 6.300 -0.552 0.855
C 2.944 -3.568 2.958
C 4.709 -1.600 -2.980
C -2.296 2.884 -3.797
C -2.673 -2.394 4.697
C 1.204 3.251 2.312
C -3.982 1.440 3.574
C 3.748 -2.744 -3.297
C -1.481 4.060 -4.277
C -0.291 0.066 0.336
C 2.064 3.132 -2.933
C 7.133 0.664 0.351
C -2.411 -3.550 3.791
C -3.985 -1.242 -3.312
C -6.174 2.862 0.076
C 1.642 -5.563 -1.460
C -5.311 1.309 4.221
C 0.713 -0.140 -0.794
C -4.503 -0.113 -2.450
C 2.451 -6.146 -2.610
C -6.674 3.947 -0.805
C 3.147 -2.142 3.501
C 1.157 3.251 3.806
C 2.812 3.481 -1.629
H -4.911 -0.430 -1.504
H -4.067 1.020 2.598
H -1.650 -4.188 4.277
H -4.648 -2.100 -3.411
H 5.298 -0.344 1.192
H 1.289 4.277 2.010
H 0.049 -0.447 -1.617
H 3.080 -4.354 3.707
H -5.685 2.090 -0.454
H 0.414 2.698 1.857
H 6.291 -1.307 0.102
H 2.482 -5.420 -3.387
H -3.380 3.008 -4.038
H -1.112 -0.675 0.218
H -7.065 4.781 -0.199
H 4.332 -1.121 -2.094
H 8.169 0.293 0.253
H -2.215 2.653 -2.721
H 2.926 -1.381 2.761
H -5.546 3.286 0.880
H 1.544 -6.223 -0.604
H 2.874 2.630 -0.984
H 1.899 -7.062 -2.916
H 4.059 -3.452 -4.010
H 2.041 3.678 4.271
H 0.988 2.756 -2.862
H -1.714 -1.868 4.984
H -5.322 1.555 5.265
H -3.377 -4.057 3.600
H -6.017 1.901 3.700
H -7.350 3.518 -1.480
H 2.101 3.887 -3.707
H 4.135 -1.933 3.974
H 1.159 0.785 -0.977
H -0.393 3.938 -4.217
H -3.677 -0.906 -4.246
H 4.632 -0.908 -3.827
H -3.791 0.646 -2.246
H -1.658 4.306 -5.330
H 1.905 -4.564 -1.202
H 0.165 0.150 1.324
H 0.302 3.835 4.096
H 1.984 -3.758 2.476
H -3.435 -1.674 4.246
H 3.855 3.704 -1.819
H 3.405 -3.297 -2.383
H -3.124 1.129 4.159
H 7.059 1.462 1.061
*
```

Output
**ΔE to the lowest compared entry with this formula, charge and spin**: 7.08 kcal/mol
**Gap between HOMO and LUMO**: 10.14 eV

---

# 4
Here is a cluster of 9 separate species, C24H48Cl4N4O12 in total in a non-equilibrium geometry from OMol25. Energies are from ωB97M-V/def2-TZVPD.

```
! RIJCOSX wB97M-V def2-TZVPD def2/J DEFGRID3
* xyz -2 1
Cl 4.927 -2.843 -1.691
Cl -0.782 -5.883 -1.064
Cl 2.600 -1.659 -3.952
Cl -1.595 -3.446 -3.382
O -0.002 1.835 -0.075
O 1.161 4.544 -4.337
O 3.613 3.594 -0.909
O 3.307 0.095 1.567
O 4.831 -1.510 1.354
O -1.656 -0.727 0.576
O 3.648 5.764 -1.356
O 2.018 4.852 -0.103
O -4.045 0.747 -1.907
O 4.607 0.013 -0.285
O -1.156 2.784 2.841
O -3.075 -5.158 2.437
N -4.547 -1.259 -2.788
N 0.886 2.675 -3.008
N -0.507 3.236 4.942
N -2.187 -3.057 2.303
C -4.171 -3.559 1.085
C 1.649 3.538 0.308
C 2.997 -0.792 2.645
C -3.065 -4.008 1.986
C -1.049 -3.207 3.174
C -1.462 4.263 5.334
C 0.870 3.984 -3.277
C -2.486 -0.099 -3.481
C -3.733 -0.198 -2.607
C -0.291 -0.688 0.443
C 3.115 4.817 -0.828
C 3.163 -3.095 -1.656
C 2.738 2.614 -0.318
C -5.812 -1.502 -2.148
C 0.476 4.811 -2.085
C -1.950 -3.490 -1.658
C 4.252 -0.435 0.782
C 2.447 -1.825 -2.150
C 4.153 -1.766 2.621
C 1.083 1.630 -3.984
C -0.346 2.635 3.728
C 0.432 0.515 -0.304
C 0.926 1.828 3.646
C -0.775 -4.082 -0.923
H -0.978 5.063 5.897
H -1.957 4.731 4.487
H 1.053 1.071 4.422
H -6.690 -1.253 -2.752
H 3.302 1.973 0.348
H -2.215 -2.209 1.727
H -4.301 -1.875 -3.546
H 1.495 0.582 0.002
H 2.994 -0.274 3.602
H 0.978 1.412 2.639
H -1.616 -0.448 -2.929
H -0.899 -2.314 3.795
H -2.800 -4.147 -1.475
H 1.510 3.410 1.381
H -5.039 -3.212 1.649
H -3.877 -2.738 0.426
H 2.301 2.054 -1.144
H -0.470 5.312 -2.303
H 0.184 -0.707 1.452
H 2.967 -3.971 -2.271
H 1.259 5.533 -1.856
H -2.154 3.733 5.991
H -2.267 -2.479 -1.392
H 0.336 0.378 -1.399
H -5.972 -2.566 -1.956
H -5.837 -0.978 -1.195
H 0.515 2.426 -2.091
H -2.402 0.918 -3.854
H 1.399 -1.949 -1.886
H 1.950 1.987 -4.549
H 4.884 -1.561 3.401
H 0.702 3.393 -0.214
H -0.722 -3.821 0.133
H -4.536 -4.362 0.443
H 2.829 -3.331 -0.646
H 1.757 2.518 3.814
H 0.019 -1.653 -0.024
H -2.670 -0.762 -4.332
H -1.172 -3.907 3.999
H 0.175 -3.767 -1.349
H 0.313 1.497 -4.745
H 2.911 -0.920 -1.770
H 0.213 4.179 -1.231
H 1.389 0.718 -3.487
H -0.106 -3.189 2.624
H 2.035 -1.249 2.415
H 3.803 -2.796 2.611
H 0.200 3.066 5.638
*
```

Output
**Gap between HOMO and LUMO**: 4.48 eV

---

# 5
Here is a structure of composition C24H48ClLi2O10 in a non-equilibrium geometry from OMol25. Energies are from ωB97M-V/def2-TZVPD.

```
! RIJCOSX wB97M-V def2-TZVPD def2/J DEFGRID3
* xyz 1 1
Cl 15.262 6.087 -16.042
O 15.949 -2.726 -9.685
O 14.828 4.924 -15.320
O 16.077 8.016 -8.317
O 16.692 6.179 -16.045
O 14.725 5.944 -17.347
O 23.051 4.916 -13.703
O 8.543 1.464 -15.999
O 10.574 15.519 -18.156
O 14.660 7.255 -15.402
O 19.706 8.988 -21.267
C 12.392 14.024 -18.145
C 18.635 9.946 -21.295
C 9.406 0.527 -16.653
C 11.290 14.692 -17.310
C 7.242 -0.408 -16.507
C 22.343 3.838 -13.117
C 15.623 -2.375 -11.047
C 7.103 1.034 -15.992
C 24.701 3.638 -12.646
C 10.471 15.037 -19.462
C 17.497 -1.034 -10.248
C 16.603 -1.256 -11.470
C 18.135 7.355 -7.931
C 20.005 8.605 -22.502
C 23.379 2.903 -12.683
C 18.858 9.071 -23.466
C 16.772 6.771 -8.189
C 24.320 5.077 -13.087
C 16.888 8.992 -9.138
C 8.420 -0.460 -17.375
C 11.752 14.158 -19.567
C 16.629 -1.636 -9.091
C 18.282 8.394 -8.928
C 18.241 10.195 -22.727
Li 10.594 4.890 -14.135
Li 21.066 7.030 -17.229
H 8.156 0.011 -18.322
H 21.811 4.263 -12.266
H 10.627 13.890 -16.984
H 12.456 14.737 -20.164
H 19.201 9.458 -24.426
H 6.762 1.255 -14.981
H 23.378 2.060 -13.375
H 17.322 -1.521 -12.245
H 23.065 2.599 -11.684
H 16.811 9.950 -8.624
H 18.140 8.268 -23.631
H 18.266 7.714 -6.911
H 25.382 3.068 -13.279
H 15.956 -0.855 -8.735
H 9.588 14.418 -19.620
H 18.498 -1.449 -10.367
H 12.621 12.984 -17.911
H 13.340 14.549 -18.024
H 21.566 3.396 -13.742
H 17.170 10.240 -22.923
H 18.874 6.588 -8.164
H 25.111 5.401 -13.763
H 25.180 3.682 -11.668
H 16.029 -0.368 -11.736
H 15.655 -3.248 -11.698
H 7.328 -1.016 -15.606
H 24.346 5.918 -12.394
H 20.917 9.121 -22.801
H 16.728 8.946 -10.215
H 11.705 15.264 -16.480
H 18.849 11.058 -22.998
H 18.891 10.863 -20.763
H 6.513 1.615 -16.701
H 10.374 15.892 -20.130
H 17.824 9.440 -20.771
H 14.572 -2.087 -11.044
H 17.700 0.008 -9.998
H 16.568 6.206 -9.098
H 8.824 -1.453 -17.572
H 18.684 7.972 -9.849
H 20.047 7.521 -22.401
H 9.940 -0.004 -15.865
H 19.035 9.141 -8.676
H 11.480 13.250 -20.105
H 10.260 0.902 -17.217
H 16.462 6.102 -7.386
H 17.221 -1.921 -8.222
H 6.330 -0.830 -16.929
*
```

Output
**ΔE to the lowest compared entry with this formula, charge and spin**: 193.25 kcal/mol
**Gap between HOMO and LUMO**: 5.69 eV